C5H19NO3 | ωB97M-V/def2-TZVPD

Geometry as XYZ:
```
28
Properties=species:S:1:pos:R:3:forces:R:3:nbo_charge:R:1
C 1.026769 1.883074 -2.076042 -0.335 1.192 0.021 -0.623
C 1.732292 1.347954 -0.841450 0.206 -0.588 0.894 -0.413
C 0.793632 1.232252 0.373529 1.251 -1.300 -0.394 -0.215
N -0.028376 0.015569 0.275037 -1.731 1.066 0.401 -0.671
C -1.445035 0.315329 0.229638 -1.085 -0.533 0.822 -0.221
C -1.981348 0.699419 1.634048 -0.273 0.314 -0.720 -0.632
H -0.059311 1.887389 -1.948040 0.003 -0.484 -0.050 0.201
H 1.225313 2.949659 -2.199363 0.252 0.051 -0.072 0.210
H 1.269091 1.413520 -3.025698 0.113 -0.236 0.125 0.217
H 2.584008 1.922455 -0.464728 0.031 0.293 -0.666 0.207
H 2.133731 0.354254 -1.056259 0.027 -0.034 0.144 0.206
H 1.355133 1.105847 1.305822 0.392 0.341 -0.176 0.182
H 0.280864 2.190823 0.477852 -0.750 -0.356 -0.087 0.192
H 0.201683 -0.682841 -0.403744 0.623 0.325 -0.603 0.381
H -2.045266 -0.574560 0.016641 0.438 -0.238 -0.524 0.186
H -1.755129 1.046267 -0.528365 0.292 0.223 0.090 0.164
H -2.398637 -0.179265 2.127481 0.314 0.010 0.277 0.198
H -2.838858 1.364134 1.546308 0.056 0.276 0.011 0.216
H -1.203418 1.176497 2.225767 -0.138 -0.005 0.196 0.211
O -0.124867 -1.543457 2.853312 -0.049 -0.556 0.263 -0.948
H -0.840169 -1.182474 2.319890 0.351 0.118 0.022 0.475
H 0.520929 -0.836530 2.926478 -0.025 0.078 -0.179 0.473
O 1.616320 -2.891604 0.296222 -0.789 0.277 0.527 -0.939
H 0.932193 -2.548710 0.897946 0.543 -0.182 0.707 0.479
H 1.178300 -2.632810 -0.508788 0.275 -0.031 -1.162 0.457
O -0.361111 -2.527142 -2.263043 0.478 0.096 0.175 -0.954
H -0.610936 -3.252371 -1.682070 -0.275 -0.024 -0.120 0.480
H -1.157795 -2.052669 -2.508392 -0.196 -0.091 0.076 0.480
```
Forces are in eV/Å.

Results
- 2S+1 = 1
- SMILES = CCCNCC.O.O.O
- HOMO level (Ha) = -0.326
- DFT total energy (a.u.) = -482.337387
- E_LUMO (Ha) = 0.0158
- F_max (hartree/bohr) = 0.0403
- gap between HOMO and LUMO (Eh) = 0.3422